Entry 1:
A molecular structure, C25H30BrI2N6O7SeTi. Source: OMol25; level of theory: wB97M-V/def2-TZVPD.

Each line ends with the Mulliken spin population.
Atoms and positions in Å:
Ti: 0.216 0.049 -0.110  0.94
I: -6.949 1.348 -2.773  0.00
C: -5.179 0.988 -1.697  0.00
C: -4.571 2.013 -1.008  0.00
C: -3.390 1.778 -0.317  0.00
I: -2.631 3.464 0.673  0.00
C: -2.758 0.510 -0.273  0.01
O: -1.660 0.183 0.402  0.01
C: -3.443 -0.501 -0.995  0.00
C: -2.769 -1.831 -1.063  0.00
N: -1.413 -1.663 -1.582  0.01
C: -1.351 -1.059 -2.904  -0.01
C: -0.843 0.366 -2.933  0.03
C: -1.086 1.078 -4.098  -0.01
C: -0.646 2.377 -4.242  0.01
C: 0.043 2.937 -3.175  -0.01
C: 0.268 2.182 -2.051  0.03
N: -0.156 0.902 -1.896  -0.02
C: -4.610 -0.271 -1.695  0.00
H: -5.005 3.002 -0.995  0.00
H: -3.357 -2.512 -1.691  0.00
H: -2.681 -2.263 -0.064  0.00
H: -1.003 -2.585 -1.644  0.00
H: -2.331 -1.064 -3.391  0.00
H: -0.679 -1.647 -3.533  0.00
H: -1.639 0.595 -4.893  0.00
H: -0.833 2.937 -5.147  0.00
H: 0.397 3.957 -3.206  0.00
H: 0.791 2.633 -1.220  0.00
H: -5.074 -1.083 -2.241  0.00
N: 4.129 -3.227 1.271  0.00
C: 3.505 -1.923 1.511  0.00
C: 4.333 -0.833 0.839  0.00
C: 3.622 0.521 0.883  0.00
N: 2.508 0.603 -0.096  0.01
C: 3.168 0.815 2.321  0.00
C: 2.368 -0.315 2.984  0.00
N: 1.074 -0.558 2.311  0.01
C: 3.230 -1.576 2.965  0.00
H: 3.393 -3.283 -0.346  0.00
H: 3.733 -3.946 1.865  0.00
H: 5.130 -3.202 1.425  0.00
H: 2.533 -1.941 1.028  0.01
H: 4.536 -1.111 -0.200  0.00
H: 5.295 -0.743 1.354  0.00
H: 4.360 1.288 0.625  0.00
H: 2.806 0.207 -0.987  0.00
H: 2.363 1.598 -0.255  0.00
H: 2.609 1.742 2.351  0.00
H: 4.063 0.975 2.928  0.00
H: 2.197 -0.031 4.030  0.00
H: 0.389 0.100 2.660  0.00
H: 0.734 -1.488 2.535  0.00
H: 2.715 -2.404 3.464  0.00
H: 4.162 -1.386 3.505  0.00
Br: 1.699 5.967 5.452  0.00
C: 0.876 4.493 4.594  0.00
C: -0.027 3.708 5.298  0.00
N: -0.655 2.680 4.737  0.00
C: -0.395 2.401 3.467  0.00
C: 0.529 3.108 2.700  0.00
C: 1.175 4.192 3.281  0.00
C: 0.856 2.705 1.296  -0.01
O: 1.631 3.377 0.621  0.00
O: 0.301 1.618 0.881  0.00
H: -0.253 3.911 6.338  0.00
H: -0.971 1.597 3.020  0.00
H: 1.890 4.764 2.705  0.00
O: 2.864 -3.382 -1.203  0.00
Se: 1.553 -2.355 -1.611  0.00
O: 0.654 -3.326 -2.479  0.00
O: 0.862 -1.846 -0.199  -0.02
O: 2.110 -1.073 -2.377  0.00

Total energy   -224393.3196 eV
Spin multiplicity   2
ΔE to the lowest compared entry with this formula, charge and spin   1.3365 eV
E_HOMO (spin up / spin down)   -7.63 / -7.93 eV

---

Entry 2:
A single C3H6BrClN2 molecule. Source: OMol25; level of theory: wB97M-V/def2-TZVPD.

Each line ends with the Mulliken charge.
Atoms and positions in Å:
C: 1.156 -0.050 -0.237  -0.44
C: 0.098 -0.183 0.866  -0.61
C: -1.334 -1.844 -0.037  -0.15
N: 1.213 1.242 -0.952  -0.32
N: -1.110 -0.699 0.259  -0.11
Cl: 0.772 2.533 0.135  -0.14
Br: -2.690 1.051 -0.096  -0.30
H: 2.052 -0.054 0.308  0.21
H: 1.029 -0.765 -1.070  0.40
H: 0.408 -0.858 1.708  0.30
H: 0.028 0.686 1.410  0.56
H: 0.703 1.311 -1.820  0.33
H: -2.325 -2.371 -0.473  0.28

Total energy   -88748.6922 eV
ΔE to the lowest compared entry with this formula, charge and spin   2.4452 eV
E_HOMO (spin up / spin down)   -8.80 / -9.07 eV

---

Entry 3:
3 unconnected molecules or ions with the total composition C4H12O2. Source: OMol25; level of theory: wB97M-V/def2-TZVPD.

Each line ends with the Mulliken charge.
Atoms and positions in Å:
C: -0.395 -0.576 1.214  -1.06
C: -0.214 -0.268 -0.068  1.08
C: -0.105 1.168 -0.520  -1.29
C: 0.002 -1.289 -1.138  -1.31
H: -0.438 -1.629 1.468  0.25
H: -0.542 0.173 1.983  0.33
H: -0.138 1.835 0.322  0.32
H: -1.012 1.353 -1.116  0.35
H: 0.713 1.350 -1.204  0.37
H: 0.136 -2.306 -0.797  0.36
H: 0.892 -1.020 -1.723  0.30
H: -0.813 -1.281 -1.861  0.29
O: 4.184 0.041 0.523  -0.63
H: 3.882 0.910 0.245  0.32
H: 5.105 -0.022 0.253  0.31
O: -3.704 0.700 0.064  -0.65
H: -2.930 0.496 0.611  0.33
H: -4.028 -0.164 -0.204  0.32

SMILES   C=C(C)C.O.O
Total energy   -8436.9787 eV
ΔE to the lowest compared entry with this formula, charge and spin   0.5354 eV
E_HOMO   -9.41 eV

---

no.,strongest force on any atom (eV/Å)
1,2.73
2,3.29
3,1.72